1.
The following is a DFT calculation (ωB97M-V/def2-TZVPD) of a structure of composition C16H9Br2N2O5Pd.

Geometry as XYZ:
```
35
C16H9Br2N2O5Pd ωB97M-V/def2-TZVPD
Pd -0.19211 0.54368 0.72621
O 1.76369 -1.66647 -2.84899
C 1.41026 -0.66601 -2.03646
O 0.55420 0.13756 -2.25622
C 2.28097 -0.62584 -0.80409
C 3.59220 -1.08505 -0.85263
C 4.43112 -0.84109 0.21753
C 3.94814 -0.10001 1.28611
C 2.62729 0.30333 1.27135
N 1.78824 -0.00198 0.26581
C 2.01821 1.24283 2.27370
O 2.67842 1.60580 3.34598
O 0.91999 1.72739 2.06015
H 1.23867 -1.59833 -3.66326
H 3.93879 -1.60145 -1.73533
H 5.45643 -1.18340 0.20460
H 4.61327 0.16426 2.09720
H 3.52507 1.15445 3.45478
Br -4.58530 2.65620 1.94060
C -4.22765 1.11797 0.93229
C -5.29094 0.39046 0.36284
C -5.07167 -0.75423 -0.35063
Br -6.53636 -1.70140 -1.06878
C -3.75295 -1.23390 -0.54116
C -3.39061 -2.42734 -1.19522
C -2.07347 -2.79953 -1.25833
C -1.09396 -1.96439 -0.70954
N -1.39286 -0.82302 -0.12941
C -2.70883 -0.46206 0.00422
C -2.92498 0.70600 0.76546
O -1.87200 1.31063 1.29154
H -6.29975 0.74975 0.51096
H -4.16232 -3.05201 -1.62427
H -1.77420 -3.72663 -1.72481
H -0.05089 -2.24926 -0.74219
```

Properties
HOMO = -10.534 eV
E = -173515.535 eV
charge = +1
multiplicity = 1

=====

2.
The following is a DFT calculation (ωB97M-V/def2-TZVPD) of a structure of composition C16H9Cl5N2O2S2V.

Geometry as XYZ:
```
37
C16H9Cl5N2O2S2V ωB97M-V/def2-TZVPD
V 1.56864 -0.35766 -0.70300
O -1.25372 0.28732 -4.01436
C -2.30293 -0.27677 -3.38174
C -3.48920 -0.34494 -4.11315
C -4.62033 -0.89882 -3.56029
C -4.60486 -1.40320 -2.25714
C -3.44329 -1.34097 -1.52987
C -2.27046 -0.78339 -2.07107
C -1.07723 -0.74850 -1.23392
O 0.08751 -0.30460 -1.77988
N -1.09870 -1.11462 0.00110
N 0.16783 -0.96842 0.58341
C 0.20137 -1.21174 1.86054
S -1.16652 -1.79224 2.72560
C -0.36074 -1.67419 4.35211
C 1.12350 -1.92647 4.17869
S 1.66347 -0.93451 2.75574
H -0.48312 0.27610 -3.43263
H -3.48513 0.05182 -5.11898
H -5.52969 -0.94101 -4.14520
H -5.49550 -1.83852 -1.82725
H -3.40622 -1.72582 -0.52043
H -0.81655 -2.42495 4.99581
H -0.55436 -0.68478 4.76355
H 1.33881 -2.97473 3.98008
H 1.69430 -1.59456 5.04398
Cl 4.03133 -0.61152 -0.37554
C 3.64228 1.10046 0.00838
C 2.32396 1.42205 -0.21029
C 1.91333 2.70882 0.10244
Cl 0.26254 3.12603 -0.12378
C 2.83166 3.63406 0.59706
Cl 2.33260 5.22592 0.96520
C 4.17012 3.25637 0.79919
Cl 5.29435 4.38689 1.40619
C 4.60063 1.95575 0.51480
Cl 6.21033 1.44534 0.76464
```

Properties
HOMO (alpha / beta) = -10.995 / -11.011 eV
E = -133777.113 eV
charge = +1
multiplicity = 3